Density functional theory data (wB97M-V/def2-TZVPD) for a molecular structure, C6H20NNaO7 in a non-equilibrium geometry.

Orbital gap, eV: 3.9
Electronic energy, a.u.: -984.07818
Charge: 0

Element x y z (Å)
Na -17.9050 18.4325 6.2959
N -19.6900 23.4873 8.1124
O -18.9670 23.7439 9.0554
O -20.2362 24.3229 7.4255
O -19.9200 22.3254 7.8787
C -17.1887 18.4284 1.4964
C -18.5256 19.2180 1.5205
O -19.1483 19.2325 2.7851
H -17.2619 17.4806 2.0297
H -16.3912 18.9646 2.0108
H -16.8317 18.2158 0.4886
H -19.0703 18.7148 0.7216
H -18.3054 20.2408 1.2147
H -20.0186 19.6132 2.6461
C -22.6350 16.3642 6.1524
C -21.7066 15.2086 5.9345
O -20.4625 15.4562 6.5393
H -23.5302 16.0569 6.6931
H -23.0823 16.6763 5.2087
H -22.1791 17.2065 6.6729
H -21.6138 15.1136 4.8527
H -22.1160 14.2787 6.3292
H -20.0798 14.6208 6.8172
C -14.7146 14.7995 7.5741
O -15.0143 15.6001 6.4359
H -14.3441 13.7893 7.4001
H -14.1382 15.3148 8.3424
H -15.6495 14.7051 8.1266
H -14.1459 15.8935 6.1506
C -13.7652 20.7527 6.9185
O -14.6360 20.8119 5.8127
H -13.9368 19.9525 7.6384
H -12.7149 20.7066 6.6307
H -13.8292 21.7279 7.4013
H -14.1602 21.2967 5.1343